Entry 1:
A structure of composition C34H57N3O3SiTb in a non-equilibrium geometry, computed with ωB97M-V/def2-TZVPD.

Output
<S²> = 12.0658
Molecular weight = 742.86 g mol⁻¹
E = -77102.6966 eV
Highest occupied orbital energy (spin up / spin down) = -10.98 / -11.01 eV

ORCA input file:
```
! RIJCOSX wB97M-V def2-TZVPD def2/J DEFGRID3
* xyz 1 7
O 2.0428 -2.3162 -1.6685
O 0.7912 -0.6555 -3.1158
C 3.2683 -2.4651 -0.9524
C 3.2797 -3.3181 0.2989
H 3.5886 -1.4377 -0.7043
H 3.9877 -2.8419 -1.6872
H 2.6505 -2.9262 1.1000
H 4.3010 -3.3375 0.6859
H 2.9895 -4.3564 0.1037
C 0.8649 -2.9985 -1.1709
C 0.6615 -4.2537 -1.9874
H 0.0252 -2.2974 -1.2853
H 0.9469 -3.2134 -0.0894
H 0.4121 -3.9794 -3.0194
H -0.1381 -4.8665 -1.5515
H 1.5867 -4.8440 -1.9883
C -0.4412 -0.1184 -3.6474
C 1.8341 -0.8739 -4.0962
C -1.5804 -1.0231 -3.2780
H -0.3395 -0.0357 -4.7393
H -0.5653 0.9007 -3.2574
H -1.4569 -2.0048 -3.7494
H -2.5252 -0.5956 -3.6294
H -1.6546 -1.1833 -2.1973
C 1.3870 -1.8333 -5.1602
H 2.6844 -1.2611 -3.5344
H 2.1126 0.1102 -4.5040
H 0.8711 -2.6983 -4.7341
H 2.2700 -2.1915 -5.6938
H 0.7333 -1.3478 -5.8859
H 1.2578 -0.3098 -1.6935
N -0.8644 -0.3722 2.8444
C -1.6676 0.0647 3.8421
C -2.4982 1.1941 3.7444
C -2.7583 1.9509 2.5908
C -1.7148 -0.7190 5.1318
H -0.7206 -1.0778 5.4301
H -2.3851 -1.5899 5.0518
H -2.1018 -0.0692 5.9286
C -3.8919 2.9338 2.5467
H -4.6065 2.7065 1.7387
H -3.5162 3.9557 2.3782
H -4.4269 2.9135 3.5022
N -1.9526 1.8804 1.5228
C -0.4849 -1.7576 2.7998
C 0.8172 -2.1396 3.1872
C 1.8043 -1.0847 3.5954
C 1.1367 -3.4969 3.2324
H 2.1353 -3.8016 3.5584
C 0.2003 -4.4696 2.8703
H 0.4611 -5.5280 2.8850
C -1.0826 -4.0753 2.4857
H -1.8348 -4.8202 2.2082
C -1.4408 -2.7338 2.4558
C -2.8476 -2.3414 2.1220
C -2.1538 2.5364 0.2603
C -1.5075 3.7701 0.0117
C -0.8097 4.4904 1.1312
C -1.5229 4.2768 -1.2903
H -1.0143 5.2223 -1.4848
C -2.1859 3.5888 -2.3152
H -2.1820 3.9907 -3.3315
C -2.8783 2.4117 -2.0324
H -3.4505 1.8964 -2.8148
C -2.8780 1.8721 -0.7525
C -3.5872 0.5821 -0.4553
Tb 0.1384 1.1615 1.3779
H 2.2874 -0.5962 2.7268
H 2.6088 -1.5287 4.1985
H 1.3457 -0.2941 4.2064
H -2.9032 -1.5687 1.3442
H -3.4052 -1.9830 3.0001
H -3.3773 -3.2299 1.7519
H -0.5562 5.5057 0.7991
H 0.1301 4.0120 1.4776
H -1.4454 4.5905 2.0256
H -3.9773 0.5362 0.5685
H -2.9386 -0.2975 -0.6067
H -4.4456 0.4664 -1.1347
H -3.0629 1.4622 4.6359
C 1.2379 0.5916 -0.8418
Si 2.2064 2.0959 -1.5283
H 0.1302 0.7961 -0.8109
H 1.6802 0.0490 0.0350
C 3.9226 1.5240 -2.0207
C 2.3878 3.5739 -0.3606
C 1.3843 2.8004 -3.0815
H 1.9584 3.6744 -3.4344
H 0.3563 3.1397 -2.8847
H 1.3481 2.0769 -3.9099
H 4.5664 1.4997 -1.1307
H 4.3646 2.2177 -2.7515
H 3.9017 0.5195 -2.4611
H 2.5885 3.2909 0.6843
H 1.5022 4.2277 -0.3879
H 3.2475 4.1667 -0.7209
O 2.2471 2.9945 4.8792
C 1.8020 2.6519 3.8344
N 1.3340 2.2854 2.7740
*
```

Mulliken charges, unit e, in atom order: atom 1 (O): 0.06, atom 2 (O): -0.29, atom 3 (C): -0.08, atom 4 (C): -1.50, atom 5 (H): 0.18, atom 6 (H): 0.38, atom 7 (H): 0.25, atom 8 (H): 0.48, atom 9 (H): 0.29, atom 10 (C): 1.55, atom 11 (C): -1.49, atom 12 (H): -0.88, atom 13 (H): -0.06, atom 14 (H): 0.24, atom 15 (H): 0.45, atom 16 (H): 0.27, atom 17 (C): 0.02, atom 18 (C): -0.03, atom 19 (C): -0.84, atom 20 (H): 0.54, atom 21 (H): -0.29, atom 22 (H): 0.32, atom 23 (H): 0.44, atom 24 (H): -0.30, atom 25 (C): -1.20, atom 26 (H): 0.02, atom 27 (H): 0.27, atom 28 (H): 0.17, atom 29 (H): 0.41, atom 30 (H): 0.40, atom 31 (H): -0.92, atom 32 (N): 1.42, atom 33 (C): 0.80, atom 34 (C): -1.94, atom 35 (C): 1.30, atom 36 (C): -1.61, atom 37 (H): 0.26, atom 38 (H): 0.24, atom 39 (H): 0.52, atom 40 (C): -1.44, atom 41 (H): 0.25, atom 42 (H): 0.26, atom 43 (H): 0.47, atom 44 (N): 1.33, atom 45 (C): -0.39, atom 46 (C): 1.43, atom 47 (C): -1.52, atom 48 (C): -0.74, atom 49 (H): 0.43, atom 50 (C): -0.94, atom 51 (H): 0.44, atom 52 (C): -1.14, atom 53 (H): 0.40, atom 54 (C): 0.90, atom 55 (C): -1.20, atom 56 (C): -0.56, atom 57 (C): 1.09, atom 58 (C): -1.40, atom 59 (C): -0.58, atom 60 (H): 0.42, atom 61 (C): -0.78, atom 62 (H): 0.42, atom 63 (C): -0.83, atom 64 (H): 0.43, atom 65 (C): 0.76, atom 66 (C): -0.96, atom 67 (Tb): -0.29, atom 68 (H): 0.15, atom 69 (H): 0.57, atom 70 (H): 0.28, atom 71 (H): -0.03, atom 72 (H): 0.27, atom 73 (H): 0.49, atom 74 (H): 0.46, atom 75 (H): 0.26, atom 76 (H): 0.16, atom 77 (H): 0.32, atom 78 (H): -0.22, atom 79 (H): 0.56, atom 80 (H): 0.37, atom 81 (C): 2.05, atom 82 (Si): 0.34, atom 83 (H): -0.48, atom 84 (H): 0.05, atom 85 (C): -1.11, atom 86 (C): -1.02, atom 87 (C): -0.67, atom 88 (H): 0.47, atom 89 (H): -0.03, atom 90 (H): 0.12, atom 91 (H): 0.32, atom 92 (H): 0.37, atom 93 (H): 0.24, atom 94 (H): 0.32, atom 95 (H): 0.17, atom 96 (H): 0.46, atom 97 (O): -0.56, atom 98 (C): 0.69, atom 99 (N): -0.51

=====

Entry 2:
A structure of composition C34H57N4OOsP2 in a non-equilibrium geometry, computed with ωB97M-V/def2-TZVPD.

Output
<S²> = 6.0482
Molecular weight = 790.04 g mol⁻¹
Energy above the lowest of the compared OMol25 structures with the same formula, charge and spin = 40.22 kcal per mole
E = -65207.7167 eV
Highest occupied orbital energy (spin up / spin down) = -12.30 / -16.76 eV

ORCA input file:
```
! RIJCOSX wB97M-V def2-TZVPD def2/J DEFGRID3
* xyz 3 5
C -0.7424 -2.1986 -1.5303
C 1.4981 -2.0760 -0.7835
C -0.4732 -3.3643 -2.2423
C 1.7565 -3.3448 -1.3633
C 0.7757 -3.9723 -2.0978
H -1.2697 -3.7801 -2.8567
H 2.7584 -3.7457 -1.2211
H 0.9657 -4.9319 -2.5689
N 0.2042 -1.6188 -0.7742
P -2.3746 -0.5760 0.0198
P 2.2989 0.4408 0.2531
C -2.0896 -1.5084 -1.5843
H -2.0935 -0.8072 -2.4346
H -2.8805 -2.2416 -1.7933
C -0.0555 1.8213 1.2946
O 0.0438 2.8575 1.8427
C 2.4902 -1.2376 -0.2532
H 3.4990 -1.6584 -0.2296
C 3.2658 1.2178 -1.2721
C 3.4722 0.7615 1.7783
C -3.6453 0.7821 -0.3921
C -3.2114 -1.9843 0.9881
C 2.8174 2.6744 -1.3424
H 3.0499 3.2318 -0.4280
H 3.3138 3.1833 -2.1833
H 1.7356 2.7287 -1.4959
C 4.7944 1.1126 -1.1841
H 5.2339 1.6564 -0.3449
H 5.1175 0.0644 -1.1569
H 5.2147 1.5490 -2.1044
C 2.9106 0.4492 -2.5523
H 3.3869 0.9401 -3.4159
H 3.2837 -0.5822 -2.5169
H 1.8319 0.4098 -2.7360
C 3.8205 2.2602 1.8619
H 2.9051 2.8671 1.9195
H 4.3926 2.4314 2.7880
H 4.4343 2.6198 1.0323
C 2.7941 0.4164 3.1056
H 1.8838 1.0016 3.2761
H 2.5490 -0.6473 3.1787
H 3.4878 0.6487 3.9308
C 4.7251 -0.1253 1.7307
H 5.3691 0.0506 0.8669
H 5.3260 0.0934 2.6297
H 4.4545 -1.1889 1.7521
C -3.5485 -1.4625 2.3890
H -4.0926 -2.2461 2.9372
H -2.6412 -1.2224 2.9509
H -4.1736 -0.5636 2.3710
C -2.2324 -3.1644 1.1192
H -2.1275 -3.7253 0.1802
H -1.2386 -2.8383 1.4405
H -2.6133 -3.8614 1.8836
C -4.4831 -2.5451 0.3142
H -4.6708 -3.5471 0.7275
H -5.3695 -1.9439 0.5293
H -4.3878 -2.6633 -0.7696
C -3.5904 1.0272 -1.9016
H -3.9823 0.1826 -2.4862
H -4.2017 1.9091 -2.1530
H -2.5564 1.2311 -2.2025
C -3.2214 2.0725 0.3297
H -2.2386 2.4240 -0.0121
H -3.9547 2.8619 0.1043
H -3.1847 1.9313 1.4184
C -5.1000 0.4763 -0.0160
H -5.5154 -0.3412 -0.6153
H -5.2252 0.2680 1.0513
H -5.6969 1.3736 -0.2436
Os -0.1142 0.1976 0.4222
N -0.2193 0.9344 -1.3130
C -0.0444 1.4387 -2.3564
C -0.1905 2.4515 -3.4911
C 0.8910 2.2291 -4.5416
C -1.5481 2.2999 -4.1702
C -0.1132 3.8784 -2.9433
H 1.8928 2.4295 -4.1491
H 0.8524 1.2066 -4.9354
H 0.7218 2.9183 -5.3774
H -2.3459 2.6702 -3.5172
H -1.5818 2.9087 -5.0835
H -1.7432 1.2582 -4.4487
H -0.2283 4.5919 -3.7703
H -0.9276 4.0505 -2.2250
H 0.8409 4.0863 -2.4510
N 0.1514 -2.5372 6.1477
C 0.1003 -1.9765 4.9195
C 0.6623 -2.6190 3.7965
C 0.6167 -1.9941 2.5604
N -0.0275 -0.8047 2.3614
C -0.5915 -0.1988 3.4430
C -0.5211 -0.7298 4.7200
H 0.5910 -3.4342 6.3086
H -0.2436 -2.0790 6.9565
H 1.1390 -3.5927 3.8857
H 1.1067 -2.4444 1.6957
H -1.1398 0.7305 3.2681
H -0.9645 -0.1834 5.5507
*
```

Mulliken charges, unit e, in atom order: atom 1 (C): -0.37, atom 2 (C): 0.32, atom 3 (C): -0.56, atom 4 (C): -0.80, atom 5 (C): -1.29, atom 6 (H): 0.61, atom 7 (H): 0.62, atom 8 (H): 0.48, atom 9 (N): 0.95, atom 10 (P): 0.11, atom 11 (P): 0.58, atom 12 (C): -1.36, atom 13 (H): 0.61, atom 14 (H): 0.68, atom 15 (C): 0.05, atom 16 (O): -0.59, atom 17 (C): -2.13, atom 18 (H): 0.59, atom 19 (C): 2.24, atom 20 (C): 1.77, atom 21 (C): 2.43, atom 22 (C): 1.89, atom 23 (C): -1.20, atom 24 (H): 0.19, atom 25 (H): 0.64, atom 26 (H): -0.39, atom 27 (C): -1.89, atom 28 (H): 0.38, atom 29 (H): 0.42, atom 30 (H): 0.53, atom 31 (C): -1.65, atom 32 (H): 0.66, atom 33 (H): 0.41, atom 34 (H): 0.14, atom 35 (C): -1.81, atom 36 (H): 0.30, atom 37 (H): 0.55, atom 38 (H): 0.32, atom 39 (C): -1.73, atom 40 (H): 0.28, atom 41 (H): 0.21, atom 42 (H): 0.69, atom 43 (C): -1.70, atom 44 (H): 0.30, atom 45 (H): 0.51, atom 46 (H): 0.35, atom 47 (C): -1.25, atom 48 (H): 0.55, atom 49 (H): 0.02, atom 50 (H): 0.13, atom 51 (C): -1.45, atom 52 (H): 0.32, atom 53 (H): -0.05, atom 54 (H): 0.67, atom 55 (C): -1.59, atom 56 (H): 0.54, atom 57 (H): 0.47, atom 58 (H): 0.15, atom 59 (C): -1.41, atom 60 (H): 0.28, atom 61 (H): 0.72, atom 62 (H): -0.52, atom 63 (C): -1.48, atom 64 (H): 0.04, atom 65 (H): 0.62, atom 66 (H): 0.27, atom 67 (C): -1.91, atom 68 (H): 0.43, atom 69 (H): 0.32, atom 70 (H): 0.54, atom 71 (Os): 2.03, atom 72 (N): 0.22, atom 73 (C): 0.02, atom 74 (C): 1.81, atom 75 (C): -1.70, atom 76 (C): -1.70, atom 77 (C): -1.43, atom 78 (H): 0.22, atom 79 (H): 0.41, atom 80 (H): 0.53, atom 81 (H): 0.48, atom 82 (H): 0.52, atom 83 (H): 0.35, atom 84 (H): 0.45, atom 85 (H): 0.34, atom 86 (H): 0.39, atom 87 (N): -0.33, atom 88 (C): 0.13, atom 89 (C): -0.55, atom 90 (C): -0.27, atom 91 (N): 1.37, atom 92 (C): -1.04, atom 93 (C): -0.63, atom 94 (H): 0.25, atom 95 (H): 0.25, atom 96 (H): 0.43, atom 97 (H): -0.15, atom 98 (H): 0.31, atom 99 (H): 0.49